Record 1
Formula: C43H103N5O9
Source: the OMol25 dataset
Level of theory: ωB97M-V/def2-TZVPD

Computed properties:
HOMO energy (spin up / spin down): 0.41 / -6.08 eV
gap between HOMO and LUMO (spin up / spin down): 0.0606 / 0.2979 Ha

Geometry as ORCA input:
```
! wB97M-V def2-TZVPD RIJCOSX def2/J DEFGRID3
* xyz -1 2
C 3.077 0.018 -5.731
C 2.738 -0.576 -4.371
C 1.891 -1.879 -4.441
O 2.010 -2.616 -5.666
C 1.468 -3.897 -5.585
N 4.067 -0.953 -3.838
H 3.404 -0.746 -6.436
H 3.786 0.845 -5.698
H 2.170 0.481 -6.118
H 2.238 0.144 -3.724
H 0.833 -1.619 -4.400
H 2.096 -2.624 -3.672
H 1.920 -4.426 -4.746
H 1.593 -4.473 -6.502
H 0.399 -3.884 -5.373
H 4.016 -1.492 -2.985
H 4.384 -1.664 -4.481
C -0.294 0.290 -1.741
C 0.632 0.422 -0.611
C 0.497 1.665 0.197
O 1.579 1.756 1.206
C 1.337 2.699 2.235
N 0.638 -0.760 0.219
H -0.242 1.199 -2.340
H -1.300 0.310 -1.322
H -0.215 -0.597 -2.370
H 1.655 0.485 -0.982
H -0.500 1.637 0.636
H 0.356 2.603 -0.340
H 0.520 2.527 2.935
H 1.311 3.721 1.857
H 2.218 2.652 2.876
H -0.255 -0.928 0.659
H 1.421 -0.705 0.855
C -4.863 -3.610 4.992
C -4.605 -2.897 3.611
C -6.072 -2.667 3.037
C -6.010 -1.745 1.787
C -5.133 -0.493 1.905
C -3.733 -0.739 2.615
N -3.851 -1.668 3.743
O -2.637 -1.864 4.409
C -2.638 -1.226 1.599
C -3.229 0.638 3.161
C -3.944 -3.985 2.660
H -4.007 -4.243 5.227
H -5.735 -4.258 4.899
H -5.055 -2.937 5.828
H -6.583 -3.549 2.652
H -6.716 -2.148 3.748
H -6.977 -1.541 1.328
H -5.565 -2.348 0.995
H -5.661 0.312 2.417
H -5.010 0.025 0.954
H -2.896 -2.026 0.906
H -2.511 -0.476 0.818
H -1.716 -1.413 2.149
H -4.093 1.131 3.607
H -2.325 0.487 3.751
H -2.919 1.308 2.359
H -4.621 -4.835 2.571
H -3.002 -4.262 3.133
H -3.712 -3.589 1.671
H -2.816 -1.723 5.342
C 7.439 1.664 -0.735
C 6.150 1.063 -0.220
C 5.869 -0.221 -1.060
C 6.434 -1.549 -0.709
C 6.278 -1.892 0.754
C 6.819 -0.706 1.581
N 6.139 0.668 1.217
O 6.300 1.691 2.101
C 6.372 -0.899 3.055
C 8.305 -0.536 1.500
C 5.083 2.166 -0.529
H 8.237 0.979 -1.021
H 7.924 2.501 -0.232
H 7.201 2.101 -1.705
H 4.804 -0.432 -1.165
H 6.228 -0.241 -2.089
H 7.494 -1.647 -0.942
H 6.133 -2.399 -1.321
H 6.702 -2.880 0.932
H 5.273 -2.061 1.139
H 6.680 -1.912 3.314
H 6.691 -0.079 3.698
H 5.288 -1.004 3.100
H 8.703 -1.391 2.045
H 8.598 -0.752 0.473
H 8.769 0.340 1.954
H 5.068 2.583 -1.536
H 5.282 2.958 0.193
H 4.056 1.802 -0.485
H 5.447 1.820 2.523
C -4.324 5.385 -2.867
C -5.217 4.254 -2.281
C -6.592 4.100 -3.055
C -6.512 3.316 -4.360
C -5.797 1.988 -4.077
C -4.440 2.061 -3.270
N -4.549 2.984 -2.143
O -3.355 3.109 -1.438
C -4.340 0.671 -2.599
C -3.230 2.330 -4.253
C -5.551 4.759 -0.857
H -3.980 5.161 -3.876
H -3.341 5.578 -2.436
H -4.887 6.306 -3.018
H -7.408 3.629 -2.508
H -7.042 5.055 -3.324
H -5.954 3.818 -5.151
H -7.532 3.202 -4.727
H -5.465 1.668 -5.064
H -6.482 1.253 -3.656
H -5.087 0.515 -1.820
H -4.292 -0.120 -3.347
H -3.434 0.548 -2.006
H -2.768 1.399 -4.579
H -3.549 2.821 -5.173
H -2.326 2.732 -3.796
H -4.648 5.093 -0.348
H -6.070 4.093 -0.167
H -6.151 5.669 -0.871
H -2.644 3.300 -2.054
C 0.128 -4.252 2.460
C 1.655 -4.604 2.461
O 1.810 -5.694 3.304
H -0.096 -3.348 1.892
H -0.224 -4.131 3.484
H -0.466 -5.003 1.940
H 2.265 -3.731 2.696
H 1.982 -4.918 1.470
H 2.733 -5.929 3.428
C -2.220 5.458 3.188
C -2.961 4.628 2.124
O -2.063 4.217 1.174
H -1.282 5.051 3.568
H -2.966 5.699 3.945
H -1.965 6.417 2.737
H -3.760 5.193 1.645
H -3.385 3.746 2.605
H -2.506 3.722 0.481
C 3.609 -4.151 -1.507
C 2.910 -2.910 -0.789
O 1.563 -3.088 -0.976
H 4.695 -4.063 -1.493
H 3.351 -4.149 -2.566
H 3.328 -5.060 -0.976
H 3.373 -2.007 -1.188
H 3.204 -2.912 0.260
H 1.083 -2.367 -0.562
C 0.712 -0.707 3.621
C 2.196 -0.310 3.619
O 2.714 -0.357 2.328
H 0.402 -0.586 4.659
H 0.481 -1.680 3.188
H 0.357 0.105 2.987
H 2.773 -1.056 4.165
H 2.388 0.671 4.052
H 2.569 0.422 1.787
*
```



Record 2
Formula: C43H108BrMnN8O11
Source: the OMol25 dataset
Level of theory: ωB97M-V/def2-TZVPD

Computed properties:
HOMO energy (spin up / spin down): -9.85 / -9.85 eV
gap between HOMO and LUMO (spin up / spin down): 0.2605 / 0.2453 Ha

Geometry as ORCA input:
```
! wB97M-V def2-TZVPD RIJCOSX def2/J DEFGRID3
* xyz 1 6
Mn -14.558 -22.955 6.744
Br -12.710 -22.811 8.550
C -7.608 -26.412 8.317
C -7.869 -24.919 7.918
C -6.766 -24.341 7.001
O -5.503 -24.220 7.513
C -5.296 -23.338 8.613
N -9.149 -24.837 7.254
H -8.325 -26.756 9.063
H -6.690 -26.624 8.865
H -7.704 -26.977 7.390
H -8.013 -24.422 8.878
H -7.069 -23.474 6.415
H -6.611 -25.106 6.240
H -5.748 -23.757 9.512
H -5.859 -22.404 8.615
H -4.224 -23.158 8.690
H -9.695 -25.404 7.886
H -9.467 -23.879 7.232
C -13.851 -19.081 7.466
C -15.022 -19.949 7.864
C -16.325 -19.140 7.821
O -17.460 -19.923 7.860
C -18.659 -19.289 7.582
N -15.101 -20.864 6.753
H -13.512 -18.911 6.444
H -13.024 -19.543 8.006
H -13.965 -18.136 7.996
H -14.935 -20.428 8.839
H -16.277 -18.390 7.032
H -16.406 -18.737 8.830
H -19.497 -19.962 7.399
H -18.486 -18.688 6.689
H -18.967 -18.603 8.371
H -16.096 -20.991 6.638
H -14.987 -20.204 5.996
C -17.591 -22.105 10.374
C -16.492 -23.155 10.136
C -16.808 -24.556 10.798
O -16.275 -24.858 12.104
C -14.931 -24.979 12.235
N -16.498 -23.081 8.668
H -17.671 -22.030 11.458
H -18.560 -22.484 10.050
H -17.454 -21.062 10.088
H -15.517 -22.890 10.545
H -16.386 -25.389 10.236
H -17.878 -24.737 10.894
H -14.558 -25.961 11.944
H -14.704 -24.751 13.276
H -14.393 -24.276 11.598
H -17.248 -23.593 8.227
H -16.935 -22.180 8.535
C -10.864 -27.173 11.709
C -11.322 -25.828 11.267
C -10.908 -24.755 12.281
O -11.513 -24.770 13.537
C -11.716 -23.611 14.313
N -10.825 -25.522 9.930
H -9.787 -27.225 11.548
H -11.269 -28.035 11.179
H -11.236 -27.294 12.726
H -12.404 -25.941 11.199
H -11.094 -23.816 11.760
H -9.826 -24.653 12.365
H -10.773 -23.166 14.634
H -12.297 -24.037 15.131
H -12.241 -22.757 13.883
H -11.286 -24.709 9.549
H -11.215 -26.338 9.482
C -9.925 -17.492 9.384
O -9.867 -18.853 9.753
C -10.795 -19.471 10.566
C -10.298 -20.860 11.095
N -9.070 -20.704 11.955
C -8.163 -21.771 11.688
C -6.834 -21.769 12.492
O -6.001 -22.821 12.027
C -6.477 -24.140 12.031
H -9.987 -16.854 10.266
H -10.835 -17.340 8.804
H -9.089 -17.092 8.809
H -11.707 -19.507 9.969
H -10.891 -18.794 11.415
H -10.310 -21.550 10.252
H -10.962 -21.435 11.741
H -8.754 -19.841 11.536
H -7.979 -21.739 10.614
H -8.685 -22.701 11.912
H -6.830 -21.792 13.582
H -6.405 -20.813 12.194
H -7.031 -24.415 11.134
H -7.116 -24.241 12.908
H -5.662 -24.856 12.140
C -7.470 -19.355 -0.885
O -8.201 -19.754 0.357
C -8.096 -21.080 0.790
C -9.384 -21.298 1.680
N -9.454 -20.416 2.829
C -8.570 -20.852 3.934
C -9.251 -20.560 5.291
O -8.791 -21.440 6.326
C -9.460 -21.102 7.560
H -6.862 -20.123 -1.363
H -6.966 -18.397 -0.752
H -8.279 -19.300 -1.613
H -7.121 -21.259 1.242
H -8.226 -21.654 -0.128
H -9.465 -22.349 1.957
H -10.207 -20.890 1.093
H -9.041 -19.558 2.493
H -7.622 -20.315 3.911
H -8.284 -21.904 3.936
H -10.311 -20.674 5.067
H -9.149 -19.498 5.514
H -9.508 -20.062 7.883
H -9.064 -21.648 8.416
H -10.502 -21.300 7.308
C -12.273 -29.055 6.868
O -12.670 -27.730 6.770
C -13.972 -27.513 7.183
C -14.171 -26.024 7.509
N -14.277 -25.149 6.313
C -12.990 -25.064 5.531
C -12.985 -23.946 4.450
O -13.353 -22.687 4.958
C -13.158 -21.706 3.898
H -12.760 -29.601 6.060
H -12.525 -29.501 7.830
H -11.225 -29.163 6.589
H -14.348 -28.177 7.962
H -14.695 -27.761 6.407
H -13.231 -25.752 7.990
H -14.960 -25.845 8.239
H -14.877 -25.746 5.763
H -12.972 -25.996 4.967
H -12.090 -25.015 6.144
H -13.669 -24.189 3.637
H -11.974 -23.969 4.042
H -13.625 -22.060 2.978
H -12.080 -21.743 3.737
H -13.479 -20.701 4.170
C -16.518 -19.892 17.770
C -15.682 -20.569 16.678
C -16.186 -22.059 16.506
C -15.882 -22.760 15.171
C -16.413 -21.809 14.111
C -15.699 -20.397 14.105
N -15.835 -19.790 15.428
O -15.227 -18.534 15.438
C -14.241 -20.568 13.627
C -16.451 -19.472 13.145
C -14.162 -20.680 17.093
H -17.480 -19.641 17.324
H -16.084 -18.935 18.061
H -16.754 -20.335 18.737
H -15.953 -22.688 17.366
H -17.275 -22.082 16.518
H -16.445 -23.686 15.053
H -14.840 -23.059 15.059
H -17.457 -21.543 14.276
H -16.364 -22.163 13.081
H -13.618 -21.118 14.333
H -14.224 -21.087 12.669
H -13.708 -19.661 13.344
H -16.288 -19.740 12.101
H -17.495 -19.337 13.425
H -16.171 -18.420 13.213
H -13.666 -21.591 16.759
H -14.117 -20.818 18.173
H -13.456 -19.896 16.819
H -14.298 -18.684 15.626
*
```



Number 1: DFT total energy -2650.72955 a.u.. Number 2: DFT total energy -6693.27396 a.u..